1.
Molecular formula: C29H44FO10P
Method: DFT, wB97M-V/def2-TZVPD

- SMILES string = FCCC[PH3]c1ccccc1.O=C1CCCO1.O=C1CCCO1.O=C1CCCO1.O=C1CCCO1.O=C1CCCO1
- E_HOMO (eV) = -8.2
- orbital gap (eV) = 8.472

The geometry in ORCA input format:
```
! wB97M-V def2-TZVPD RIJCOSX def2/J DEFGRID3
* xyz 0 1
F 1.233 0.416 3.524
C 0.317 0.171 2.515
C -0.011 1.451 1.782
C -0.937 2.396 2.541
P -2.717 1.751 2.617
C -4.487 1.028 2.626
C -5.523 1.746 2.025
C -6.810 1.216 1.991
C -7.044 -0.036 2.558
C -6.017 -0.755 3.163
C -4.729 -0.218 3.195
H 0.742 -0.560 1.828
H -0.558 -0.295 2.960
H 0.915 1.955 1.516
H -0.462 1.155 0.831
H -0.543 2.588 3.537
H -0.989 3.329 1.978
H -2.659 1.505 1.205
H -2.388 0.809 3.644
H -3.215 3.016 3.021
H -5.301 2.708 1.582
H -7.596 1.780 1.513
H -8.038 -0.460 2.527
H -6.200 -1.724 3.598
H -3.923 -0.761 3.671
O 1.566 4.899 -0.171
C 2.532 4.270 -0.501
O 2.768 3.905 -1.779
C 3.944 3.066 -1.846
C 4.738 3.391 -0.592
C 3.628 3.732 0.400
H 3.627 2.026 -1.869
H 4.480 3.287 -2.765
H 5.381 2.571 -0.286
H 5.363 4.270 -0.759
H 3.248 2.844 0.908
H 3.926 4.477 1.133
O 3.867 0.077 -3.238
C 2.999 0.242 -4.051
O 2.966 1.327 -4.848
C 1.762 1.325 -5.642
C 1.317 -0.130 -5.681
C 1.798 -0.640 -4.327
H 1.031 1.972 -5.154
H 1.991 1.733 -6.624
H 0.250 -0.250 -5.843
H 1.842 -0.656 -6.481
H 1.057 -0.478 -3.544
H 2.088 -1.687 -4.346
O -5.743 -2.295 7.072
C -5.901 -1.110 7.059
O -5.064 -0.271 6.407
C -5.444 1.096 6.632
C -6.914 1.040 7.026
C -6.997 -0.310 7.738
H -4.814 1.502 7.427
H -5.270 1.659 5.717
H -7.226 1.888 7.633
H -7.533 1.020 6.129
H -6.757 -0.234 8.800
H -7.957 -0.801 7.615
O -0.824 -2.294 -4.707
C -0.491 -3.404 -5.002
O -0.727 -3.933 -6.224
C -0.314 -5.311 -6.260
C 0.711 -5.450 -5.141
C 0.202 -4.429 -4.125
H -1.193 -5.937 -6.098
H 0.094 -5.526 -7.245
H 0.788 -6.465 -4.757
H 1.696 -5.151 -5.503
H -0.539 -4.855 -3.447
H 0.996 -3.963 -3.548
O 7.053 0.913 -0.126
C 7.107 -0.089 -0.777
O 8.144 -0.365 -1.602
C 7.884 -1.571 -2.340
C 6.855 -2.333 -1.514
C 6.072 -1.192 -0.865
H 7.501 -1.293 -3.324
H 8.819 -2.111 -2.464
H 6.246 -3.009 -2.111
H 7.359 -2.920 -0.745
H 5.255 -0.841 -1.499
H 5.693 -1.437 0.123
*
```

***

2.
Molecular formula: C29H44GeOPRuSi3
Method: DFT, wB97M-V/def2-TZVPD

- E_HOMO (alpha / beta) (eV) = -13.8 / -14.2
- orbital gap (alpha / beta) (eV) = 6.357 / 6.537

The geometry in ORCA input format:
```
! wB97M-V def2-TZVPD RIJCOSX def2/J DEFGRID3
* xyz 2 2
Ru -0.101 -0.765 0.914
C -3.075 1.975 -3.090
C -3.325 2.251 -1.754
C -3.106 1.279 -0.789
C -2.641 0.023 -1.174
C -2.383 -0.253 -2.519
C -2.605 0.723 -3.474
P -2.277 -1.254 0.039
C -3.214 -2.723 -0.388
C -4.480 -2.529 -0.946
C -5.285 -3.628 -1.197
C -4.830 -4.908 -0.909
C -3.568 -5.097 -0.364
C -2.758 -4.005 -0.100
C -2.704 -0.639 1.662
C -3.925 -0.481 2.305
C -3.939 0.167 3.528
C -2.753 0.655 4.083
C -1.531 0.459 3.461
C -1.488 -0.205 2.234
H -3.250 2.736 -3.839
H -3.701 3.222 -1.462
H -3.310 1.496 0.252
H -2.025 -1.231 -2.819
H -2.416 0.511 -4.517
H -4.830 -1.535 -1.193
H -6.268 -3.485 -1.626
H -5.460 -5.762 -1.116
H -3.215 -6.097 -0.147
H -1.781 -4.149 0.333
H -4.843 -0.839 1.853
H -4.874 0.312 4.052
H -2.790 1.187 5.025
H -0.636 0.833 3.938
C 1.281 2.091 0.511
C 0.776 0.763 0.093
O 0.754 0.241 -0.990
H 1.132 2.788 -0.315
H 2.353 2.004 0.707
H 0.780 2.437 1.410
C -0.359 -4.660 2.922
Si 1.055 -4.599 1.706
C 2.525 -5.580 2.286
C 0.607 -5.139 -0.024
Ge 1.706 -2.242 1.428
Si 1.759 -1.145 3.689
C 0.435 -1.713 4.871
C 3.300 -2.135 4.069
C 2.203 0.661 3.654
Si 3.599 -1.936 -0.106
C 3.979 -0.158 -0.499
C 3.202 -2.929 -1.627
C 4.995 -2.687 0.876
H -0.876 -5.619 2.839
H -1.094 -3.868 2.764
H 0.009 -4.577 3.946
H 2.180 -6.592 2.515
H 3.010 -5.189 3.179
H 3.271 -5.662 1.494
H 0.113 -6.113 0.011
H 1.514 -5.255 -0.618
H -0.046 -4.448 -0.557
H 0.762 -2.647 5.331
H -0.541 -1.875 4.428
H 0.324 -0.977 5.671
H 3.093 -3.202 4.148
H 3.622 -1.791 5.059
H 4.133 -1.978 3.385
H 1.357 1.314 3.438
H 2.966 0.839 2.893
H 2.620 0.962 4.617
H 3.220 0.322 -1.115
H 4.906 -0.160 -1.081
H 4.169 0.438 0.396
H 2.203 -2.724 -2.015
H 3.290 -3.999 -1.438
H 3.919 -2.674 -2.412
H 5.386 -1.987 1.616
H 5.812 -2.922 0.189
H 4.720 -3.613 1.382
*
```

***

3.
Molecular formula: C29H44N3O10PRb
Method: DFT, wB97M-V/def2-TZVPD

- E_HOMO (eV) = -4.7
- orbital gap (eV) = 6.642

The geometry in ORCA input format:
```
! wB97M-V def2-TZVPD RIJCOSX def2/J DEFGRID3
* xyz -1 1
Rb 0.114 0.116 -0.465
C -0.164 -2.242 2.364
C -1.596 -2.464 1.884
O -1.962 -1.320 1.162
C -3.118 -1.417 0.372
C -3.169 -0.145 -0.491
O -2.482 0.945 0.100
C -2.941 1.413 1.341
C -1.888 2.368 1.874
O -0.643 1.770 2.197
C -0.495 1.235 3.494
C -0.744 -0.258 3.585
O 0.121 -0.892 2.678
H 0.529 -2.492 1.561
H 0.037 -2.899 3.223
H -2.297 -2.620 2.719
H -1.612 -3.356 1.246
H -4.018 -1.502 1.002
H -3.069 -2.297 -0.277
H -4.212 0.127 -0.698
H -2.662 -0.307 -1.444
H -3.114 0.586 2.036
H -3.886 1.970 1.223
H -2.287 2.906 2.746
H -1.663 3.092 1.091
H -1.150 1.754 4.207
H 0.542 1.429 3.785
H -1.788 -0.487 3.361
H -0.539 -0.580 4.621
O -2.210 -3.243 -2.693
C -1.288 -3.932 -3.389
C -1.704 -4.692 -4.485
C -0.785 -5.433 -5.204
C 0.560 -5.434 -4.844
C 0.970 -4.668 -3.765
C 0.070 -3.902 -3.029
C 0.507 -3.051 -1.874
O -0.399 -2.603 -1.098
N 1.813 -2.888 -1.761
N 2.137 -1.900 -0.872
C 3.279 -1.983 -0.316
C 3.732 -0.915 0.604
C 4.914 -1.091 1.324
C 5.322 -0.107 2.206
C 4.541 1.029 2.348
C 3.386 1.122 1.583
N 2.987 0.190 0.730
H -1.660 -2.827 -1.952
H -2.754 -4.680 -4.746
H -1.120 -6.018 -6.052
H 1.279 -6.019 -5.402
H 2.010 -4.630 -3.470
H 3.939 -2.835 -0.498
H 5.493 -1.995 1.186
H 6.236 -0.228 2.774
H 4.816 1.828 3.024
H 2.744 1.996 1.654
C -2.810 4.049 -1.604
C -2.577 3.776 -3.085
C -3.892 3.831 -3.849
C -1.587 4.778 -3.665
O -2.127 2.422 -3.256
P -0.634 1.883 -2.908
O -0.751 0.395 -2.882
O -0.077 2.614 -1.731
O 0.230 2.355 -4.190
C 0.319 1.632 -5.439
C -1.058 1.226 -5.948
C 0.960 2.630 -6.392
C 1.213 0.414 -5.255
H -3.243 5.045 -1.473
H -1.869 3.982 -1.064
H -3.497 3.305 -1.196
H -4.352 4.818 -3.759
H -4.581 3.084 -3.454
H -3.723 3.618 -4.905
H -1.974 5.790 -3.515
H -1.450 4.613 -4.735
H -0.616 4.700 -3.179
H -1.699 2.102 -6.065
H -1.540 0.532 -5.262
H -0.950 0.739 -6.921
H 0.333 3.517 -6.488
H 1.093 2.187 -7.382
H 1.935 2.937 -6.013
H 0.774 -0.279 -4.542
H 2.193 0.724 -4.888
H 1.346 -0.097 -6.213
*
```

***

Number 1: total energy -2325.01901 a.u.. Number 2: total energy -4587.79624 a.u.. Number 3: total energy -2413.78018 a.u..